DFT (ωB97M-V with the def2-TZVPD basis set) results for a cluster of 2 separate species, C4H12O2S in total at a distorted geometry.

The geometry in XYZ format:
```
19
Properties=species:S:1:pos:R:3
C -0.0067 0.5958 0.8359
O -0.6169 0.2253 2.0870
C 1.1954 -0.3019 0.5824
C 0.8983 -1.6005 -0.1436
C -0.0336 -2.5325 0.6343
S -0.0903 -4.2418 0.1122
H 0.2615 1.6480 0.8659
H -0.7417 0.4136 0.0534
H -1.5365 0.0005 1.9156
H 1.9746 0.1873 -0.0077
H 1.6522 -0.4917 1.5443
H 0.4743 -1.3519 -1.1258
H 1.8484 -2.1072 -0.2915
H -0.9718 -2.0034 0.7351
H 0.3265 -2.4917 1.6724
H 0.8893 -4.1489 -0.7984
H -2.4852 5.6242 -2.8623
H -1.2704 6.4534 -2.5263
O -1.7675 6.1232 -3.2828
```

Kohn-Sham gap = 9.642 eV
HOMO = -9.01 eV
relative energy (zero: lowest compared OMol25 entry of this formula, charge and spin) = 48.1 kJ/mol
spin multiplicity = 1
SMILES string = OCCCCS.O

Atomic partial charges in e from the Mulliken method, atoms 1 to 5: -0.519, -0.553, -0.714, -0.779, -0.374